ORCA calculation (ωB97M-V/def2-TZVPD) on the molecule C3H5FS2 in a non-equilibrium geometry.

```
11
Properties=species:S:1:pos:R:3
S -0.40308 1.85836 0.06033
S -2.74155 -0.10865 0.35909
C -1.21052 0.24582 0.08345
H 2.03364 -1.11521 -0.54361
H -1.35247 2.72778 0.21838
H -0.01116 -1.35597 0.89172
F 1.78521 0.22560 0.90482
C -0.15431 -0.84634 -0.02584
C 1.25200 -0.36124 -0.26334
H 1.20487 0.36858 -1.01927
H -0.40263 -1.63872 -0.66572
```

Results
HOMO level (eV): -8.90
Multiplicity: 1
Structure (SMILES): FCCC(=S)S
Molecular weight (g mol⁻¹): 124.2
Relative energy (zero: lowest compared OMol25 entry of this formula, charge and spin) (kJ/mol): 59.6

These are the Löwdin partial charges, in e, on atoms 1 to 4: 0.8325, 0.6905, -1.1356, 0.1412


ORCA calculation (ωB97M-V/def2-TZVPD) on a structure of composition C3H5HgLiO in a non-equilibrium geometry.

```
11
Properties=species:S:1:pos:R:3
H -0.67158 0.81532 -2.69758
O 1.13204 0.77137 2.89030
C 0.26320 -0.92007 -1.91171
H -1.72763 -0.24216 -1.58555
Hg 0.22946 0.45442 4.76114
Li 0.60827 0.84147 -0.08233
H -0.76434 0.43502 2.41708
H 0.15947 -1.82993 -1.31539
C -0.75777 -0.06681 -2.05805
C 0.30318 0.50923 1.98984
H 1.22570 -0.76786 -2.40773
```

Results
Charge: +1
HOMO level (spin up / spin down) (eV): -12.81 / -12.78
Multiplicity: 2
Molecular weight (g mol⁻¹): 264.6
Relative energy (zero: lowest compared OMol25 entry of this formula, charge and spin) (kJ/mol): 0.0

These are the Löwdin partial charges, in e, on atoms 1 to 4: 0.0689, -0.4247, -0.0883, 0.0709


ORCA calculation (ωB97M-V/def2-TZVPD) on a structure of composition C3H5HgMgO3 in a non-equilibrium geometry.

```
13
Properties=species:S:1:pos:R:3
O -1.40962 0.32456 0.31809
H -0.68572 -1.40924 1.22843
H -1.76177 -1.63076 -0.19663
H 0.99015 -1.73358 -0.41349
H 0.02113 -1.01541 -1.70325
Hg 0.48396 2.31861 -1.64363
C 0.28150 -0.92177 -0.63904
O -0.45853 2.35479 0.35888
C -0.35784 1.14147 0.71958
H 0.06976 0.89466 1.71212
O 0.81628 0.35189 -0.29599
C -0.96401 -1.01814 0.23600
Mg 2.97470 0.34295 0.31892
```

Results
HOMO level (spin up / spin down) (eV): -7.33 / -6.48
Multiplicity: 2
Molecular weight (g mol⁻¹): 314.0
Relative energy (zero: lowest compared OMol25 entry of this formula, charge and spin) (kJ/mol): 55.1

These are the Löwdin partial charges, in e, on atoms 1 to 4: -0.0582, 0.1268, 0.1326, 0.0950


ORCA calculation (ωB97M-V/def2-TZVPD) on a structure of composition C3H5HgMgO3 in a non-equilibrium geometry.

```
13
Properties=species:S:1:pos:R:3
Hg -3.86650 -1.92135 -1.13152
C -1.76850 -0.97693 0.32400
H 1.19469 1.06365 -1.81945
C 1.93112 0.95573 -1.01986
H -0.42903 0.29278 1.03629
O -0.70913 -0.65783 1.08182
C 2.04732 1.87606 -0.05479
Mg -0.77855 -2.86080 1.90719
H 2.53760 0.04725 -1.01191
O -2.34323 -0.19989 -0.43234
H 1.49447 2.81728 -0.09938
O -2.09950 -2.20594 0.47995
H 2.78923 1.76996 0.73999
```

Results
Charge: +1
HOMO level (spin up / spin down) (eV): -11.02 / -13.08
Multiplicity: 3
Molecular weight (g mol⁻¹): 314.0

These are the Löwdin partial charges, in e, on atoms 1 to 4: 1.0655, -0.8554, 0.0514, -0.0837


ORCA calculation (ωB97M-V/def2-TZVPD) on a structure of composition C3H5HgO3 in a non-equilibrium geometry.

```
12
Properties=species:S:1:pos:R:3
H -0.82478 -2.23648 -0.97682
Hg 0.21291 2.10265 3.09407
O -0.77380 -0.79839 0.48316
H -0.39385 1.42046 0.44395
H 1.38955 -1.52748 -1.53882
H -1.47592 -0.64346 -1.46763
O 0.47284 0.40705 1.95319
C -0.69095 -1.15147 -0.88660
O 1.22360 -0.03249 -0.14844
C 0.72249 -0.68832 -1.30124
H 0.69113 -0.00006 -2.15932
C 0.14936 0.24208 0.72936
```

Results
HOMO level (spin up / spin down) (eV): -9.33 / -9.08
Multiplicity: 2
Molecular weight (g mol⁻¹): 289.7
Relative energy (zero: lowest compared OMol25 entry of this formula, charge and spin) (kJ/mol): 74.3

These are the Löwdin partial charges, in e, on atoms 1 to 4: 0.1219, 0.8716, -0.0521, 0.1580


ORCA calculation (ωB97M-V/def2-TZVPD) on the molecule C3H5I in a non-equilibrium geometry.

```
9
Properties=species:S:1:pos:R:3
C -0.54112 0.96260 -0.90613
C -0.28191 0.25330 0.22534
C 0.67301 -0.90335 0.30473
H 1.49060 -0.66395 0.93720
H 1.07291 -1.24768 -0.69895
H 0.18037 -1.78216 0.74496
I -1.39591 0.74238 2.11167
H -1.24535 1.80776 -0.91901
H 0.04742 0.83110 -1.79981
```

Results
HOMO level (eV): -9.18
Multiplicity: 1
Structure (SMILES): C=C(C)I
Molecular weight (g mol⁻¹): 168.0
Relative energy (zero: lowest compared OMol25 entry of this formula, charge and spin) (kJ/mol): 29.2

These are the Löwdin partial charges, in e, on atoms 1 to 4: -0.0732, -0.7244, -0.1831, 0.0521


ORCA calculation (ωB97M-V/def2-TZVPD) on a cluster of 2 separate species, C3H5I3Si in total in a non-equilibrium geometry.

```
12
Properties=species:S:1:pos:R:3
I 2.92918 1.09252 1.50517
H -0.96406 1.15743 -1.19497
C -2.15384 0.34824 0.64550
H -3.09548 0.42840 0.10005
C 0.40797 -1.11627 -0.26049
H -2.06299 1.15126 1.19133
I 3.51472 -2.31166 -0.53664
I 2.14987 1.10310 -2.52591
Si 2.08845 -0.26076 -0.41550
H -1.89268 -0.59798 1.14338
H 0.12657 -1.60350 0.56318
C -1.04770 0.60920 -0.21510
```

Results
HOMO level (spin up / spin down) (eV): -9.14 / -8.62
Multiplicity: 1
Molecular weight (g mol⁻¹): 449.9
Relative energy (zero: lowest compared OMol25 entry of this formula, charge and spin) (kJ/mol): 622.3

These are the Löwdin partial charges, in e, on atoms 1 to 4: 0.3355, 0.0432, -0.1715, 0.0960


ORCA calculation (ωB97M-V/def2-TZVPD) on the molecule C3H5IN2S in a non-equilibrium geometry.

```
12
Properties=species:S:1:pos:R:3
N 0.98344 0.05423 -1.03618
S -0.96887 -0.26372 0.75463
I 2.16740 -1.47421 1.57823
H 0.65017 2.75367 -0.66036
N 0.96087 -1.97784 0.08581
H -0.99831 -2.04921 -0.63309
H -0.87270 -2.55723 1.03451
C 0.15956 0.66457 -0.42429
H -0.46192 2.36657 0.63440
H -1.02291 2.35909 -1.18128
C -0.21993 2.12721 -0.39382
C -0.37681 -2.00313 0.24145
```

Results
HOMO level (spin up / spin down) (eV): -8.41 / -8.41
Multiplicity: 1
Molecular weight (g mol⁻¹): 228.1
Relative energy (zero: lowest compared OMol25 entry of this formula, charge and spin) (kJ/mol): 298.0

These are the Löwdin partial charges, in e, on atoms 1 to 4: 0.1625, 0.7671, 0.8201, 0.0834


ORCA calculation (ωB97M-V/def2-TZVPD) on the molecule C3H5IN2S in a non-equilibrium geometry.

```
12
Properties=species:S:1:pos:R:3
H 0.14624 1.61659 -0.18814
H 1.05968 -0.67845 0.82113
S -1.94338 -1.28905 -0.82680
C -0.69460 1.04029 -0.48728
H -1.63701 1.43360 -0.12722
N -0.55611 -0.32156 -0.29221
C 0.23929 -1.13318 0.35279
N -1.40506 -2.61854 -0.18432
I -4.03219 0.33497 0.12723
H 0.09459 -3.24249 0.97850
C -0.13120 -2.41082 0.40985
H -0.82107 1.35153 -1.63775
```

Results
HOMO level (spin up / spin down) (eV): -6.32 / -9.45
Multiplicity: 3
Molecular weight (g mol⁻¹): 228.1
Relative energy (zero: lowest compared OMol25 entry of this formula, charge and spin) (kJ/mol): 21.9

These are the Löwdin partial charges, in e, on atoms 1 to 4: 0.0785, 0.1202, 0.6818, -0.1982


ORCA calculation (ωB97M-V/def2-TZVPD) on a structure of composition C3H5IO2 in a non-equilibrium geometry.

```
11
Properties=species:S:1:pos:R:3
C -0.89886 0.73793 -0.42979
H -0.06333 1.46729 -0.30458
C 0.66941 -0.93977 0.02748
H 1.13003 -3.25288 -0.19828
C 0.18672 -2.78095 0.28224
O -0.97362 -2.99246 0.46162
O -0.46826 -0.52157 -0.74488
H -1.59952 1.11575 -1.19559
H -1.52767 0.83073 0.57400
I 2.57486 -0.89300 -1.04375
H 0.67146 -0.38238 0.92050
```

Results
HOMO level (eV): -9.24
Multiplicity: 1
Molecular weight (g mol⁻¹): 200.0
Relative energy (zero: lowest compared OMol25 entry of this formula, charge and spin) (kJ/mol): 248.1

These are the Löwdin partial charges, in e, on atoms 1 to 4: -0.1749, 0.0898, -0.6530, 0.0771


ORCA calculation (ωB97M-V/def2-TZVPD) on a cluster of 2 separate species, C3H5IO3 in total in a non-equilibrium geometry.

```
12
Properties=species:S:1:pos:R:3
C 2.26379 -0.11760 -0.52194
H -1.92999 -1.14880 0.62093
H 2.86398 -0.91810 -0.52295
H 2.73251 0.86380 -0.36405
H 0.14678 2.40386 0.75192
I -3.69198 0.57741 -0.21346
C -3.01568 -1.37533 0.19812
O 1.15184 -0.36732 0.36438
O -3.68855 -2.30853 0.00773
O 0.72062 1.75508 0.44753
H 2.07380 0.09096 -1.61013
C 0.37290 0.54457 0.84192
```

Results
HOMO level (eV): -9.23
Multiplicity: 1
Molecular weight (g mol⁻¹): 216.0
Relative energy (zero: lowest compared OMol25 entry of this formula, charge and spin) (kJ/mol): 255.9

These are the Löwdin partial charges, in e, on atoms 1 to 4: -0.0491, 0.0557, 0.0436, 0.0899


ORCA calculation (ωB97M-V/def2-TZVPD) on a structure of composition C3H5LiO4Tl in a non-equilibrium geometry.

```
14
Properties=species:S:1:pos:R:3
H 0.37792 0.41391 -1.86340
Li -0.89665 0.75609 3.19539
O -0.68425 -0.02281 0.12154
H 1.94076 -0.21500 -1.73264
H 2.14317 3.34431 -1.32482
H 2.12778 0.82891 -0.47652
Tl -3.78705 -3.46733 1.43437
H 0.87340 -1.33075 0.16165
O -2.01910 -1.87123 0.35192
O 1.23088 3.04497 -1.50492
C 1.30433 0.44890 -1.10225
O -1.53754 -0.57939 2.10906
C -1.52667 -0.92016 0.93471
C 0.45302 -0.43043 -0.30410
```

Results
Charge: +2
HOMO level (spin up / spin down) (eV): -17.90 / -17.02
Multiplicity: 2
Molecular weight (g mol⁻¹): 316.4
Relative energy (zero: lowest compared OMol25 entry of this formula, charge and spin) (kJ/mol): 252.9

These are the Löwdin partial charges, in e, on atoms 1 to 4: 0.2057, 0.8838, 0.1485, 0.1284